Computed, not measured: a molecular structure, C28H37ClN2O3PTc, with ωB97M-V with the def2-TZVPD basis set.

Structure (XYZ):
```
73
C28H37ClN2O3PTc, DFT ωB97M-V with the def2-TZVPD basis set
O 2.065 -0.418 -0.418
H 1.165 -1.036 4.713
H -0.050 1.674 2.246
H -4.301 4.567 -0.395
Tc 0.010 0.495 -0.126
H -3.347 -0.045 -1.001
C -4.196 -1.324 0.539
H 0.706 -1.285 2.272
H -1.740 -0.757 2.371
H -2.748 -3.177 -2.716
H 4.357 -1.432 0.502
C -1.321 2.984 -0.738
C -2.297 3.972 -0.942
H -5.171 -0.869 0.369
H -0.522 5.990 -3.009
H 2.470 3.515 -1.116
C -1.085 -0.596 3.231
H 0.022 -1.899 -2.296
H -4.359 -2.388 0.700
H -2.745 5.824 -1.961
C 0.360 -0.387 2.798
H -3.643 -1.689 -1.498
H 1.655 -3.917 -2.571
O 2.305 -2.172 -1.710
C -0.011 3.138 -1.260
C 4.535 2.325 -0.274
H -0.663 -4.881 1.070
H 1.552 1.110 1.784
C -1.064 -1.875 -2.202
H 3.420 -3.671 -2.547
Cl 7.145 2.503 0.351
C 1.258 -0.196 4.023
P -1.491 -1.481 -0.442
C -2.724 1.759 0.629
C 2.206 2.496 -0.859
H 4.596 3.385 -0.477
H 0.984 0.714 4.561
C -3.531 3.817 -0.272
C -1.675 -3.109 0.391
C -0.415 -3.932 0.595
C 3.269 0.293 -0.179
C -3.285 -1.081 -0.664
H 0.078 -4.161 -0.352
H -1.181 -1.460 3.890
H -2.136 -2.900 1.358
C 4.392 -0.379 0.265
C 0.249 4.208 -2.087
C -0.753 5.163 -2.352
H -1.419 -3.216 -3.860
C 2.501 -3.581 -1.976
H 0.301 -3.418 1.229
H -1.452 0.279 3.773
H -4.641 2.601 1.098
C 5.654 1.652 0.153
C -3.725 2.736 0.542
H -3.799 -0.920 1.471
H -1.393 -1.000 -2.777
C -1.991 5.071 -1.781
H -1.269 -4.039 -2.310
H 1.219 4.324 -2.550
H 6.467 -0.235 0.784
C 5.592 0.293 0.436
N 0.916 2.166 -0.834
H -2.867 0.873 1.228
C -1.662 -3.147 -2.800
H -2.415 -3.668 -0.189
O 2.309 -2.463 0.534
C 2.239 -1.802 -0.450
N -1.574 1.848 -0.014
H 2.565 -4.134 -1.044
C 0.498 0.808 1.859
C 3.296 1.672 -0.448
H 2.306 -0.111 3.733
```

Summary:
⟨S²⟩: 0.881
Total charge: +1
Multiplicity: 2
Energy (eV): -62763.21289
LUMO level (spin up / spin down) (eV): -3.6 / -3.9
HOMO energy (spin up / spin down) (eV): -9.92 / -9.01



Computed, not measured: a molecular structure, C28H37ClN4P2Tc, with ωB97M-V with the def2-TZVPD basis set.

Structure (XYZ):
```
73
C28H37ClN4P2Tc, DFT ωB97M-V with the def2-TZVPD basis set
H -4.610 2.474 -2.632
H -0.552 3.301 -1.114
H -1.767 -1.069 -3.147
H -1.052 0.243 -7.727
P -3.108 0.729 -5.691
C -3.750 -0.617 -2.478
H -3.268 2.457 -7.421
H -5.245 5.519 -5.077
C -5.462 6.423 -3.073
H -4.732 0.115 -0.799
H -3.900 -1.643 -2.116
N -2.032 5.437 -5.746
H -5.066 -1.033 -7.628
H -0.311 -0.207 -4.015
H -8.052 1.192 -6.864
C -2.308 -0.560 -9.411
C -4.520 6.497 -2.000
H -5.446 1.709 -7.560
C -0.948 7.172 -6.768
C -3.370 5.819 -2.407
C -2.915 2.399 -6.388
H -2.302 1.976 0.994
H 0.102 5.546 -5.601
H -3.011 -0.761 0.191
H -3.896 1.298 0.786
Tc -1.839 1.714 -2.946
C -3.688 -0.938 -9.382
C -2.965 6.204 -6.446
Cl 0.856 1.623 -4.698
H -0.186 7.888 -7.061
C -2.251 0.030 0.081
H -4.387 2.815 -4.800
C -7.088 -0.013 -5.239
H -4.011 5.944 -6.476
C -1.565 -0.118 -1.254
N -4.948 0.657 -5.754
C -4.631 0.448 -1.838
H -1.508 -0.164 0.883
C -0.791 6.008 -6.001
C -2.340 7.295 -7.048
H -0.478 -0.296 -1.157
C -2.240 -0.344 -2.468
H 0.663 0.453 -2.719
C -4.115 -0.778 -8.062
H -6.472 6.807 -3.124
C -3.719 3.356 -5.489
H -5.357 -0.711 -4.123
H -4.292 -1.275 -10.211
C -1.980 -0.112 -8.137
H -2.854 8.110 -7.550
P -2.469 4.113 -4.397
C -5.753 -0.107 -4.910
H -2.394 5.680 -1.972
H -4.681 6.982 -1.046
C -7.149 0.893 -6.347
H -3.951 -0.689 -3.550
N -3.094 -0.204 -7.299
H -5.635 0.446 -2.274
H -4.360 4.037 -6.081
H -1.848 2.684 -6.401
H -1.646 -0.647 -10.260
H 0.052 3.374 -2.727
H -7.861 -0.633 -4.776
C -3.055 2.219 -1.054
C -4.859 5.694 -4.088
H -3.029 3.312 -0.897
N -3.607 5.250 -3.660
C -0.066 0.722 -3.496
C -0.314 2.648 -1.977
C -5.828 1.238 -6.673
C -4.015 1.806 -1.998
C -2.910 1.396 0.279
H 0.604 2.117 -1.654
```

Summary:
⟨S²⟩: 3.788
Total charge: +2
Multiplicity: 4
Energy (eV): -68872.12142
Energy above the lowest of the compared OMol25 structures with the same formula, charge and spin (kcal/mol): 12.00
LUMO level (spin up / spin down) (eV): -7.1 / -9.5
HOMO energy (spin up / spin down) (eV): -12.48 / -12.48



Computed, not measured: a single C28H37F2NO molecule, with ωB97M-V with the def2-TZVPD basis set.

Structure (XYZ):
```
69
C28H37F2NO, DFT ωB97M-V with the def2-TZVPD basis set
C 2.271 -3.485 1.519
H -4.203 1.649 0.325
C 2.932 -0.742 -2.702
H -2.123 1.234 2.793
H 0.063 5.192 -1.900
H -0.918 3.698 -2.042
C -2.524 0.353 0.230
H 2.691 3.664 0.310
C -0.006 4.033 0.568
H -2.171 -0.218 -0.623
C 0.433 -4.252 2.809
H 2.367 0.478 -4.372
H -4.599 -2.247 2.216
C 0.866 -0.883 -1.104
O 2.085 2.073 -2.850
H -2.222 -0.366 3.606
H 3.282 -1.019 -4.858
H 0.030 5.143 0.586
H 0.697 3.778 -2.801
C 4.277 0.024 -2.459
C 0.840 1.961 -0.855
C 0.116 -0.245 -0.070
H -4.415 0.213 -0.707
H 1.543 -1.133 -4.315
C 1.758 -0.120 -1.856
H 4.548 -0.073 -1.386
H 2.252 -2.822 -2.550
H 2.185 5.179 -0.511
H -5.734 -0.100 1.405
C 0.163 -2.148 1.606
H 2.149 -1.501 0.798
H 2.169 -5.497 2.505
H -2.399 -2.171 0.289
H 0.789 -1.940 -1.441
C 3.153 -2.223 -2.340
H 0.465 3.683 1.502
C -4.037 0.557 0.278
H -0.482 1.581 0.754
H 2.745 3.778 -1.479
H -4.524 -0.189 3.655
H -0.325 -0.131 2.142
C 1.677 -4.545 2.234
F 3.604 -3.694 1.148
C -0.239 -3.041 2.604
C -2.574 0.235 2.763
H -2.023 1.324 0.296
F -0.145 -5.130 3.708
C -4.122 0.365 2.779
H -4.683 -2.148 0.441
H -1.053 -2.746 3.259
C -2.766 -1.850 1.264
H 4.116 1.087 -2.718
C -4.269 -1.665 1.343
C 0.764 3.515 -0.676
C 2.195 4.078 -0.580
H -4.393 1.435 2.923
H 5.081 -0.402 -3.100
C 2.508 -0.603 -4.184
H 3.417 -2.326 -1.272
H -2.377 -2.492 2.050
H 3.980 -2.658 -2.927
C -4.656 -0.194 1.461
C -0.626 -0.785 1.239
N -1.980 -0.562 1.334
C 1.542 -2.300 1.233
C 0.191 1.140 0.015
C 1.616 1.347 -1.929
C 0.103 4.093 -1.934
H -1.073 3.749 0.549
```

Summary:
Structure (SMILES): CC(C)(C)c1cc([C@H](c2cc(F)cc(F)c2)[N+]23CCC(CC2)CC3)cc(C(C)(C)C)c1[O-]
Energy (eV): -38603.86032
Energy above the lowest of the compared OMol25 structures with the same formula, charge and spin (kcal/mol): 0.00
LUMO level (eV): -0.2
HOMO energy (eV): -6.11